{"formula": "C34H47BBr2N2NaO13P2S2", "method": "the ωB97M-V functional and the def2-TZVPD basis", "elements": ["C", "C", "C", "C", "N", "C", "C", "C", "C", "C", "P", "C", "C", "C", "P", "N", "O", "C", "O", "C", "C", "C", "C", "O", "C", "C", "O", "C", "C", "Br", "C", "C", "Br", "C", "B", "O", "O", "C", "C", "S", "C", "C", "C", "C", "O", "H", "H", "H", "H", "H", "H", "H", "H", "H", "H", "H", "H", "H", "H", "H", "H", "H", "H", "H", "H", "H", "H", "H", "H", "H", "H", "H", "H", "H", "H", "H", "H", "H", "H", "H", "H", "H", "H", "H", "O", "S", "O", "O", "C", "C", "C", "H", "H", "H", "H", "H", "H", "H", "H", "Na", "C", "O", "O", "O"], "xyz": [[6.92470, -0.82219, -2.19382], [7.47794, -0.07939, -3.40778], [6.42864, 0.84940, -4.04906], [6.36286, 2.15257, -3.23836], [5.07422, 2.85568, -3.37073], [4.11538, 2.54336, -2.37846], [2.92095, 1.97637, -2.80396], [1.93766, 1.62504, -1.91221], [2.12756, 1.79512, -0.54623], [3.30486, 2.40457, -0.06978], [3.66315, 2.79757, 1.71615], [2.60255, 4.14951, 2.32636], [3.44939, 1.35255, 2.79880], [4.29668, 2.79013, -1.00167], [5.86964, 3.66711, -0.52715], [5.21806, 5.08601, 0.23493], [6.59295, 2.76435, 0.63116], [1.00482, 1.34671, 0.34158], [0.77388, 1.91536, 1.37101], [0.16334, 0.18547, -0.16977], [-0.42843, -0.76510, 0.67701], [-0.19988, -0.75150, 2.16120], [1.20719, -1.22462, 2.45624], [1.41146, -2.64623, 2.24238], [2.08618, -2.93706, 1.10051], [3.47712, -2.36012, 0.94173], [1.60744, -3.62138, 0.23407], [-1.24137, -1.75166, 0.11002], [-1.96755, -2.72612, 0.96084], [-1.50267, -4.56146, 0.82962], [-2.96766, -2.40243, 1.77518], [-3.81315, -3.27585, 2.63344], [-3.43154, -0.54032, 1.90155], [-1.44688, -1.85330, -1.27570], [-2.40525, -2.96818, -1.85957], [-3.68376, -3.16587, -1.36237], [-2.01207, -3.79363, -2.87448], [-0.81656, -0.93232, -2.11121], [-1.01701, -1.02156, -3.59814], [-2.56387, -0.14354, -4.02581], [-2.13964, 0.83552, -5.48108], [-2.99441, 2.11266, -5.56837], [-0.02712, 0.07736, -1.55395], [0.64909, 1.07633, -2.41474], [0.20819, 1.48665, -3.47072], [7.72516, -1.26086, -1.60123], [6.19532, -1.57350, -2.49620], [6.40494, -0.13113, -1.52715], [8.25903, 0.58659, -3.02695], [7.93361, -0.75277, -4.13119], [5.45770, 0.34980, -4.06762], [6.78746, 1.05477, -5.05876], [6.59211, 1.90594, -2.20902], [7.16817, 2.80371, -3.58075], [4.68185, 2.54501, -4.25005], [2.74442, 1.82296, -3.86214], [2.80137, 4.21103, 3.39700], [1.53107, 4.02626, 2.18161], [2.98157, 5.07036, 1.88781], [4.01812, 0.51777, 2.38779], [3.91268, 1.60497, 3.75081], [2.42097, 1.05396, 2.97516], [4.35552, 5.30772, -0.25744], [5.84998, 5.84087, -0.01550], [6.48414, 3.15783, 1.50887], [-0.37118, 0.27350, 2.58275], [-0.91338, -1.40564, 2.64485], [1.45123, -0.97954, 3.48855], [1.89372, -0.65358, 1.83819], [4.03896, -2.97432, 0.24598], [3.38041, -1.37492, 0.48399], [4.00286, -2.28469, 1.89022], [-3.34515, -4.23486, 2.83235], [-3.97110, -2.78014, 3.59071], [-4.79133, -3.45874, 2.18707], [-4.11410, -2.32680, -1.17918], [-2.79811, -4.25779, -3.18593], [-0.18526, -0.61226, -4.15934], [-1.14011, -2.05111, -3.90773], [-1.08165, 1.07701, -5.51129], [-2.34442, 0.22623, -6.36156], [-3.51986, 2.15000, -6.52081], [-2.34376, 2.98305, -5.53098], [-3.72023, 2.16952, -4.76115], [-7.42787, -3.67599, 3.04579], [-7.76596, -2.28679, 3.10608], [-6.91903, -1.36329, 3.78976], [-9.24963, -2.14570, 3.65522], [-9.56588, -2.81783, 4.89547], [-9.06598, -2.05686, 6.10613], [-8.07728, -1.68242, 1.48326], [-9.17389, -3.83540, 4.87225], [-10.65171, -2.88749, 4.91395], [-7.97789, -2.05465, 6.15103], [-9.44544, -2.51925, 7.01762], [-9.39444, -1.01854, 6.06948], [-8.76416, -2.35418, 0.97653], [-7.12205, -1.65736, 0.96326], [-8.49533, -0.68130, 1.55512], [-4.94243, 0.94386, 0.71123], [-1.65520, 2.75783, 2.98161], [-0.88190, 3.48312, 3.66011], [-2.60211, 3.27364, 2.24263], [-1.55165, 1.45076, 2.95305]], "forces_ev_per_angstrom": [[-0.0962, 0.1672, -0.1269], [-0.2125, 0.5322, 0.5777], [0.7222, -0.2713, 0.2419], [0.1459, -0.2442, -0.6305], [0.1500, -0.4466, 0.4484], [-0.0824, -0.1088, 0.0378], [-0.0835, 0.2380, -0.3260], [0.1346, -0.1662, 0.3482], [0.1489, -0.1693, 0.0228], [-0.7860, -0.1025, 0.0051], [1.7002, 0.7443, 0.2409], [-0.3789, -0.3194, -0.1948], [-0.6935, -0.2873, -0.2171], [0.0143, 0.0073, 0.7121], [0.4871, 0.2175, -1.0247], [0.1963, -0.1148, -0.4003], [0.2317, 0.3903, 0.1746], [-0.0710, 0.0318, -0.0581], [0.1258, -0.2346, 0.1379], [0.0212, -0.3237, -0.2640], [-0.2165, 0.2165, 0.5346], [0.6598, -0.2157, -0.3445], [-0.0778, 0.6556, 0.5228], [-0.0600, 0.0771, -0.4567], [-0.0092, -0.1001, -0.5562], [-0.1263, 0.0660, 0.0590], [0.0492, -0.1355, 0.4078], [-0.0484, -0.1755, -0.5799], [-0.3384, 0.3133, 0.5391], [0.0904, 0.0418, -0.1254], [-0.3515, -0.1748, -0.3834], [0.0469, 0.0853, 0.3733], [1.0744, -0.9967, 0.8499], [0.0904, -0.0088, -0.0351], [0.1936, -0.0998, 0.2143], [-0.2553, 0.2219, -0.6733], [-0.1555, 0.0358, 0.1015], [0.1170, -0.0116, -0.2392], [-0.2130, -0.1757, -0.1731], [0.0965, 0.1876, 0.2284], [-0.3163, -0.1145, -0.7072], [0.3407, -0.1334, -0.1307], [0.0629, 0.0939, 0.1522], [-0.0025, 0.4219, -0.0434], [0.0218, -0.2036, -0.1304], [-0.0326, -0.2760, -0.0552], [0.0867, -0.1856, 0.0708], [-0.0382, 0.0635, -0.0015], [0.2962, -0.1268, -0.2283], [-0.0545, -0.1002, -0.0266], [-0.0757, 0.0206, -0.1557], [-0.4677, 0.0956, -0.2090], [-0.2490, 0.1841, 0.1807], [0.0240, 0.1207, 0.1118], [-0.0415, 0.3237, -0.1380], [-0.0206, -0.0163, -0.0482], [-0.0327, -0.0782, 0.0688], [-0.0704, 0.0171, 0.0910], [-0.0608, 0.0463, -0.0994], [0.0131, -0.0394, -0.0833], [-0.0063, 0.1579, 0.0298], [-0.0913, 0.0235, 0.1152], [-0.2304, -0.0380, 0.3624], [0.0243, 0.0672, 0.1319], [-0.5686, -0.3264, 0.1194], [-0.1770, -0.0384, -0.0732], [0.1124, -0.0504, 0.2384], [0.0607, -0.3476, 0.1243], [0.2092, -0.0983, -0.0620], [-0.0348, -0.1308, -0.0105], [0.1339, 0.1260, 0.0967], [-0.0180, 0.1548, 0.0465], [0.1044, -0.0532, -0.1334], [-0.1284, 0.0032, 0.0258], [-0.0311, 0.0383, -0.0615], [0.0934, -0.0199, 0.4590], [0.1115, -0.2329, -0.0243], [-0.0912, 0.2486, -0.0145], [0.0648, -0.1034, 0.0827], [0.0665, -0.0534, 0.4073], [0.0634, -0.0800, -0.0272], [-0.1368, 0.0050, 0.0067], [-0.0920, 0.1341, 0.2070], [-0.0347, 0.0875, 0.0410], [0.1052, -0.0135, 0.0696], [-0.2042, 0.1194, -0.0398], [0.1376, -0.0817, -0.0114], [-0.0591, -0.0082, -0.1031], [-0.1155, -0.1729, 0.4997], [0.2072, 0.0941, -0.0976], [-0.0966, 0.0556, -0.1306], [0.0892, 0.0388, -0.1316], [-0.0106, 0.0938, -0.1948], [-0.0011, -0.0170, 0.0044], [-0.0517, -0.0212, -0.0270], [-0.0685, -0.0176, 0.0269], [0.0092, -0.0202, 0.0079], [0.0669, -0.0868, 0.0511], [-0.0085, -0.0049, 0.0527], [-0.0915, 1.5019, -0.2637], [-0.2877, -0.6962, -0.4545], [0.0924, 0.0999, -0.0092], [-0.5214, 0.0185, -0.2662], [-0.2186, 0.1850, 0.3424]], "molar_mass_g_mol": 1011.44, "fmax_ha_per_bohr": 0.0364, "charge": -1, "lumo_ev": 0.731}

{"formula": "C34H47BHfN9S", "method": "the ωB97M-V functional and the def2-TZVPD basis", "elements": ["Hf", "C", "C", "C", "C", "N", "N", "B", "N", "N", "C", "C", "C", "C", "C", "C", "C", "C", "N", "N", "C", "C", "C", "C", "C", "C", "C", "C", "C", "C", "C", "C", "H", "H", "H", "H", "H", "H", "H", "H", "H", "H", "H", "H", "H", "H", "H", "H", "H", "H", "H", "H", "H", "H", "H", "H", "H", "H", "H", "H", "H", "H", "H", "H", "H", "H", "H", "H", "H", "H", "H", "H", "N", "C", "C", "C", "C", "C", "C", "N", "C", "C", "C", "S", "C", "N", "H", "H", "H", "H", "H", "H", "H"], "xyz": [[-0.35439, 0.09436, 0.18348], [3.44572, -3.31116, -1.00970], [2.48040, -2.26259, -1.42453], [2.32789, -1.69206, -2.68148], [1.25825, -0.81332, -2.60923], [0.82589, -0.77622, -1.31948], [1.56960, -1.70864, -0.60608], [1.16061, -2.19489, 0.81352], [1.45616, -1.10802, 1.87345], [0.90745, 0.17446, 1.88711], [1.45214, 0.82205, 2.96481], [2.31232, -0.05211, 3.60598], [2.30091, -1.24695, 2.90407], [3.07699, -2.47241, 3.22591], [1.21378, 2.22975, 3.47122], [0.56840, 2.12171, 4.86444], [0.31399, 3.07577, 2.57727], [2.57494, 2.93635, 3.58605], [-0.34729, -2.58166, 0.80180], [-1.35337, -1.75870, 0.30247], [-2.47100, -2.52350, 0.17735], [-2.19333, -3.79014, 0.66219], [-0.85193, -3.80593, 1.02509], [-0.07428, -4.96018, 1.54344], [-3.75563, -2.09180, -0.49165], [-4.85835, -1.93785, 0.56879], [-4.18225, -3.19750, -1.47180], [-3.56597, -0.79140, -1.28839], [0.59051, -0.15343, -3.79454], [-0.66436, 0.64652, -3.41723], [1.60138, 0.76142, -4.50542], [0.17977, -1.28177, -4.76013], [4.14494, -3.50238, -1.81935], [2.93527, -4.24763, -0.77905], [4.00806, -3.00728, -0.12718], [2.89525, -1.94829, -3.56028], [1.79412, -3.15140, 1.08516], [2.89449, 0.15292, 4.48782], [3.65711, -2.29408, 4.12747], [3.76834, -2.73374, 2.42448], [2.42332, -3.32637, 3.40341], [-0.41620, 1.65224, 4.80620], [0.45224, 3.11917, 5.28808], [1.18574, 1.54171, 5.54897], [-0.66472, 2.61302, 2.46250], [0.78121, 3.24355, 1.60673], [0.16799, 4.04837, 3.04717], [3.25912, 2.39429, 4.23697], [2.43271, 3.92889, 4.01322], [3.04164, 3.04653, 2.60527], [-2.86388, -4.63097, 0.71051], [-0.74776, -5.79164, 1.73301], [0.44217, -4.70958, 2.46960], [0.67105, -5.29244, 0.81916], [-5.09406, -2.90077, 1.02113], [-5.76884, -1.55796, 0.10381], [-4.56517, -1.25694, 1.36834], [-4.30358, -4.15185, -0.96230], [-3.45714, -3.32575, -2.27696], [-5.14347, -2.93506, -1.91319], [-3.62178, 0.09239, -0.65584], [-4.35526, -0.69978, -2.03357], [-2.61386, -0.81175, -1.83191], [-0.42051, 1.68197, -3.19084], [-1.20060, 0.19627, -2.57063], [-1.35554, 0.65272, -4.25950], [1.92503, 1.57575, -3.85773], [1.14544, 1.19185, -5.39722], [2.48130, 0.20056, -4.81963], [-0.61284, -1.90172, -4.33651], [1.02451, -1.92537, -5.00157], [-0.17953, -0.84685, -5.69262], [-1.03569, 4.13838, -0.81347], [0.28404, 4.22500, -1.24257], [1.02855, 5.26744, -1.78048], [2.35768, 5.00289, -2.04065], [2.93104, 3.74978, -1.76998], [2.18605, 2.70748, -1.25707], [0.84078, 2.96190, -1.00562], [-0.15514, 2.14593, -0.46573], [-1.25134, 2.90631, -0.35265], [-2.38510, 2.42009, 0.41451], [-3.55642, 3.03171, 0.73388], [-4.38296, 2.14698, 1.93697], [-3.14469, 0.98966, 1.93942], [-2.16928, 1.22777, 1.09569], [-1.69022, 4.90831, -0.81384], [0.59826, 6.24023, -1.97851], [2.97845, 5.78358, -2.45828], [3.98462, 3.60205, -1.96557], [2.62219, 1.73763, -1.05032], [-3.97430, 3.94767, 0.34308], [-3.15779, 0.12645, 2.58933]], "forces_ev_per_angstrom": [[0.2809, 0.5085, 0.8986], [0.0108, -0.0764, 0.0957], [-0.0119, 0.2319, -0.0826], [-0.1446, -0.0177, -0.0262], [0.1123, -0.1547, -0.0506], [0.1440, -0.0597, -0.5693], [0.2321, -0.1215, 0.0565], [0.0173, -0.0583, -0.1249], [0.2930, -0.3294, 0.2914], [-0.0245, -0.1596, -0.2068], [0.2502, -0.0332, 0.2675], [-0.1191, 0.1636, -0.1120], [-0.0732, 0.1769, 0.0454], [0.0137, -0.1010, -0.0425], [-0.1475, 0.1383, -0.0672], [0.0415, -0.0379, -0.0418], [0.1312, -0.0871, 0.0401], [0.0054, -0.0730, -0.0004], [0.0685, -0.1734, 0.1760], [-0.5334, -0.4236, -0.0070], [0.0047, -0.2710, -0.0328], [0.0071, 0.0875, -0.0659], [-0.2219, 0.0701, -0.0023], [0.1303, 0.0022, 0.0237], [-0.0428, 0.2090, 0.0084], [0.0217, -0.0248, -0.0869], [0.0729, -0.0343, 0.0275], [0.0653, -0.2736, 0.0930], [-0.0266, 0.1631, 0.0084], [0.2423, -0.0019, 0.0068], [-0.0291, -0.0616, 0.0293], [0.0696, -0.0825, 0.0397], [0.0123, 0.0106, 0.0055], [-0.0063, 0.0160, -0.0033], [0.0175, -0.0014, -0.0189], [0.0062, 0.0063, 0.0146], [0.0132, -0.0278, 0.0079], [-0.0100, -0.0071, -0.0038], [0.0049, -0.0189, 0.0035], [-0.0201, 0.0050, -0.0022], [0.0070, 0.0088, -0.0072], [0.0013, -0.0050, 0.0358], [-0.0276, 0.0034, -0.0139], [-0.0206, -0.0058, 0.0095], [-0.0819, 0.0221, -0.0306], [-0.0442, 0.0249, -0.0291], [-0.0095, -0.0029, -0.0028], [0.0128, 0.0303, -0.0100], [-0.0174, 0.0077, -0.0207], [0.0324, -0.0026, 0.0196], [0.0057, 0.0081, -0.0095], [-0.0025, 0.0024, 0.0278], [-0.0165, -0.0236, 0.0037], [-0.0081, 0.0214, -0.0015], [0.0051, 0.0089, 0.0305], [0.0061, 0.0066, 0.0096], [-0.0191, 0.0398, 0.0056], [-0.0252, -0.0110, -0.0445], [0.0106, 0.0020, 0.0085], [0.0071, 0.0118, -0.0093], [0.0461, 0.1402, 0.0733], [-0.0013, 0.0533, 0.0020], [-0.2003, -0.0210, 0.0170], [0.0045, 0.1004, 0.1496], [0.0272, 0.0568, -0.1194], [-0.0498, 0.0209, 0.0464], [0.0194, 0.0409, 0.0330], [-0.0151, -0.0022, 0.0102], [0.0035, 0.0121, -0.0255], [0.0031, -0.0139, 0.0052], [-0.0300, -0.0041, -0.0274], [-0.0523, 0.0189, 0.0325], [-0.1705, -0.0078, -0.0183], [0.3970, -0.3524, -0.0784], [-0.0915, 0.1158, -0.0042], [-0.0173, 0.0030, 0.0033], [0.0326, -0.0647, 0.0153], [-0.0907, -0.0682, 0.0091], [0.0721, 0.2420, -0.2218], [-0.6169, 0.1316, -0.1084], [0.2042, 0.2599, -0.0019], [-0.4368, 0.1915, 0.2664], [0.0459, 0.0123, -0.0722], [0.2001, -0.1793, -0.0443], [-0.1423, -0.0810, 0.0400], [0.1929, 0.2156, -0.5729], [-0.0542, -0.0642, 0.0451], [0.0060, -0.0093, 0.0041], [-0.0043, 0.0084, 0.0198], [-0.0137, 0.0062, -0.0280], [0.0523, 0.0168, -0.0326], [0.0515, 0.0139, 0.0300], [-0.0450, -0.0166, -0.0109]], "molar_mass_g_mol": 803.18, "fmax_ha_per_bohr": 0.0208, "charge": 3, "lumo_ev": -9.108}